[1]
Below is a 2-piece molecular cluster, C4H8NO2S overall at a distorted geometry, with properties calculated with ωB97M-V with the def2-TZVPD basis set.

The largest force on an atom comes out at 3.04 eV/Å. The calculation puts the HOMO energy at -0.1515 hartree. For the energy above the lowest of the compared OMol25 structures with the same formula, charge and spin, the calculation gives 8.0505 eV. Its electronic energy is -20692.0010 eV.

```
! RIJCOSX wB97M-V def2-TZVPD def2/J DEFGRID3
* xyz -1 1
S 3.73 0.11 0.29
O -2.95 -0.01 -0.37
O 0.49 -0.49 -2.69
N -0.28 0.57 -0.72
C 0.89 0.06 -1.57
C -0.71 0.08 0.59
C -2.26 0.18 0.78
C 0.00 -0.71 1.49
H 0.97 -1.04 1.29
H 1.69 0.83 -1.67
H -2.27 1.09 1.33
H -2.55 -0.60 1.49
H 3.56 1.15 -0.48
H -1.08 0.39 -1.36
H -0.52 -0.96 2.44
H 1.28 -0.67 -0.85
*
```

[2]
Below is a 2-piece molecular cluster, C4H8NO3 overall at a distorted geometry, with properties calculated with ωB97M-V with the def2-TZVPD basis set.

The largest force on an atom comes out at 3.51 eV/Å. The calculation puts the HOMO energy at -0.1429 hartree. For the energy above the lowest of the compared OMol25 structures with the same formula, charge and spin, the calculation gives 2.3589 eV. Its electronic energy is -11910.9351 eV.

```
! RIJCOSX wB97M-V def2-TZVPD def2/J DEFGRID3
* xyz -1 1
O 4.01 -0.33 -0.40
O -2.85 -0.20 -1.15
O 2.42 1.15 -0.80
N 1.83 -0.67 0.30
C -1.06 -1.11 0.13
C -2.04 -0.06 -0.27
C 2.81 -0.11 -0.28
C -2.05 1.22 0.58
H -0.87 -1.49 1.20
H 1.97 -1.64 0.57
H -1.23 1.77 0.09
H -2.87 1.74 0.26
H -1.25 -1.98 -0.45
H -0.01 -0.64 0.03
H -1.98 1.05 1.69
H 3.17 1.29 -1.50
*
```

[3]
Below is a 2-piece molecular cluster, C4H8NO3 overall at a distorted geometry, with properties calculated with ωB97M-V with the def2-TZVPD basis set.

The largest force on an atom comes out at 4.62 eV/Å. The calculation puts the HOMO energy at -0.1651 hartree. For the energy above the lowest of the compared OMol25 structures with the same formula, charge and spin, the calculation gives 1.7360 eV. Its electronic energy is -11911.5580 eV.

```
! RIJCOSX wB97M-V def2-TZVPD def2/J DEFGRID3
* xyz -1 1
O 2.12 1.08 0.49
O 3.63 -0.25 -0.42
O -2.69 1.45 0.56
N -0.47 1.24 0.55
C 1.33 -0.73 -1.13
C 2.44 0.12 -0.28
C -1.70 0.71 0.56
C -1.87 -0.83 0.54
H -2.75 -0.99 -0.09
H 0.53 0.83 0.69
H 1.12 0.09 -1.82
H 1.54 -1.68 -1.56
H -0.26 2.29 0.40
H 0.43 -0.80 -0.41
H -2.34 -1.10 1.69
H -1.05 -1.43 0.26
*
```

[4]
Below is a 2-piece molecular cluster, C4H8NO3 overall at a distorted geometry, with properties calculated with ωB97M-V with the def2-TZVPD basis set.

The largest force on an atom comes out at 5.90 eV/Å. The calculation puts the HOMO energy at -0.1577 hartree. For the energy above the lowest of the compared OMol25 structures with the same formula, charge and spin, the calculation gives 1.8500 eV. Its electronic energy is -11911.4440 eV.

```
! RIJCOSX wB97M-V def2-TZVPD def2/J DEFGRID3
* xyz -1 1
O -1.09 0.19 -0.66
O -2.55 1.54 -1.85
O 1.69 -2.20 2.24
N 1.24 -0.09 1.63
C 1.29 -1.54 1.31
C -1.57 1.24 -1.19
C 1.13 -1.73 -0.11
C -0.37 2.23 -1.27
H 0.06 -1.53 -0.34
H 1.45 -0.88 -0.72
H 0.50 0.42 0.95
H 1.02 0.16 2.61
H 1.45 -2.57 -0.61
H 0.51 1.72 -1.60
H -0.60 3.12 -1.81
H -0.33 2.72 -0.28
*
```

[5]
Below is a 2-piece molecular cluster, C4H8NO3 overall at a distorted geometry, with properties calculated with ωB97M-V with the def2-TZVPD basis set.

The largest force on an atom comes out at 2.47 eV/Å. The calculation puts the HOMO energy at -0.1553 hartree. For the energy above the lowest of the compared OMol25 structures with the same formula, charge and spin, the calculation gives 0.9334 eV. Its electronic energy is -11912.3607 eV.

```
! RIJCOSX wB97M-V def2-TZVPD def2/J DEFGRID3
* xyz -1 1
O 0.06 -1.36 -3.05
O -0.54 0.97 3.29
O -1.03 0.67 1.14
N 0.35 0.61 -1.94
C -0.23 0.68 2.12
C -1.08 -1.03 -0.97
C 1.24 0.31 1.92
C -0.17 -0.64 -2.08
H -0.03 1.17 -1.19
H 1.61 0.85 1.03
H -1.36 -0.08 -0.45
H 1.30 -0.79 1.80
H 0.85 1.04 -2.71
H -2.03 -1.41 -1.38
H 1.82 0.74 2.69
H -0.76 -1.72 -0.20
*
```

[6]
Below is a 2-piece molecular cluster, C4H8NO3 overall at a distorted geometry, with properties calculated with ωB97M-V with the def2-TZVPD basis set.

The largest force on an atom comes out at 2.72 eV/Å. The calculation puts the HOMO energy at -0.1732 hartree. For the energy above the lowest of the compared OMol25 structures with the same formula, charge and spin, the calculation gives 0.5780 eV. Its electronic energy is -11912.7160 eV.

```
! RIJCOSX wB97M-V def2-TZVPD def2/J DEFGRID3
* xyz -1 1
O -0.15 0.77 -0.66
O -0.92 -1.14 3.49
O 1.70 -0.43 -1.12
N 0.47 -0.72 1.77
C 1.20 1.35 -2.62
C -0.79 -0.87 2.30
C -1.84 -0.79 1.20
C 0.83 0.41 -1.37
H 0.55 -0.49 0.77
H 2.24 1.69 -2.52
H 0.47 2.17 -2.66
H 0.98 0.83 -3.55
H 1.27 -0.63 2.37
H -1.44 -1.47 0.44
H -1.68 0.22 0.77
H -2.90 -0.91 1.39
*
```

Q: Among the records above, which one has the lowest electronic energy?
A: C4H8NO2S

Copy entry 1 word for word.
Below is a 2-piece molecular cluster, C4H8NO2S overall at a distorted geometry, with properties calculated with ωB97M-V with the def2-TZVPD basis set.

The largest force on an atom comes out at 3.04 eV/Å. The calculation puts the HOMO energy at -0.1515 hartree. For the energy above the lowest of the compared OMol25 structures with the same formula, charge and spin, the calculation gives 8.0505 eV. Its electronic energy is -20692.0010 eV.

```
! RIJCOSX wB97M-V def2-TZVPD def2/J DEFGRID3
* xyz -1 1
S 3.73 0.11 0.29
O -2.95 -0.01 -0.37
O 0.49 -0.49 -2.69
N -0.28 0.57 -0.72
C 0.89 0.06 -1.57
C -0.71 0.08 0.59
C -2.26 0.18 0.78
C 0.00 -0.71 1.49
H 0.97 -1.04 1.29
H 1.69 0.83 -1.67
H -2.27 1.09 1.33
H -2.55 -0.60 1.49
H 3.56 1.15 -0.48
H -1.08 0.39 -1.36
H -0.52 -0.96 2.44
H 1.28 -0.67 -0.85
*
```